{
  "formula": "C40H71N5O10S5",
  "method": "wB97M-V/def2-TZVPD",
  "largest_force_ev_per_a": 3.9,
  "charge": 0,
  "total_energy_ha": -4583.6090,
  "homo_lumo_gap_ev": 7.85,
  "e_lumo_ha": -0.001,
  "relative_energy_kcal_mol": 108.3,
  "smiles": "O=S1(=O)CCCC1.O=S1(=O)CCCC1.O=S1(=O)CCCC1.O=S1(=O)CCCC1.O=S1(=O)CCCC1.c1cc[nH]c1.c1cc[nH]c1.CCCC#N.CCCC#N.CCCC#N",
  "elements": ["C", "C", "C", "C", "N", "H", "H", "H", "H", "H", "H", "H", "C", "C", "C", "C", "N", "H", "H", "H", "H", "H", "H", "H", "C", "C", "C", "C", "N", "H", "H", "H", "H", "H", "H", "H", "C", "C", "C", "S", "O", "O", "C", "H", "H", "H", "H", "H", "H", "H", "H", "C", "C", "C", "S", "O", "O", "C", "H", "H", "H", "H", "H", "H", "H", "H", "C", "C", "C", "S", "O", "O", "C", "H", "H", "H", "H", "H", "H", "H", "H", "C", "C", "C", "S", "O", "O", "C", "H", "H", "H", "H", "H", "H", "H", "H", "C", "C", "C", "S", "O", "O", "C", "H", "H", "H", "H", "H", "H", "H", "H", "N", "C", "C", "C", "C", "H", "H", "H", "H", "H", "N", "C", "C", "C", "C", "H", "H", "H", "H", "H"],
  "coordinates": [[-13.821, -8.599, -19.683], [-14.852, -7.936, -20.648], [-15.628, -6.732, -20.089], [-14.839, -5.502, -20.066], [-14.244, -4.518, -20.069], [-14.320, -9.206, -18.928], [-13.076, -7.906, -19.293], [-13.274, -9.392, -20.194], [-15.608, -8.643, -20.991], [-14.350, -7.783, -21.604], [-16.119, -6.847, -19.123], [-16.450, -6.525, -20.774], [-7.433, -21.224, -21.120], [-7.702, -19.957, -20.248], [-8.803, -18.970, -20.767], [-8.787, -18.604, -22.204], [-8.732, -18.386, -23.365], [-7.029, -20.945, -22.094], [-8.345, -21.760, -21.383], [-6.723, -21.894, -20.635], [-6.762, -19.416, -20.142], [-7.999, -20.263, -19.245], [-8.770, -18.027, -20.221], [-9.784, -19.404, -20.574], [-13.493, -7.249, -13.544], [-13.560, -5.705, -13.508], [-14.686, -5.189, -12.594], [-14.738, -5.651, -11.170], [-14.828, -6.013, -10.086], [-14.443, -7.614, -13.935], [-13.431, -7.688, -12.549], [-12.591, -7.634, -14.020], [-13.681, -5.321, -14.520], [-12.561, -5.361, -13.240], [-15.506, -5.591, -13.190], [-14.757, -4.102, -12.626], [-14.942, -14.449, -24.804], [-13.860, -13.446, -24.575], [-12.929, -13.976, -23.476], [-14.022, -15.140, -22.403], [-14.292, -14.423, -21.187], [-13.488, -16.536, -22.379], [-15.510, -14.922, -23.442], [-14.476, -15.315, -25.274], [-15.725, -14.103, -25.479], [-14.243, -12.447, -24.371], [-13.349, -13.199, -25.506], [-12.522, -13.234, -22.788], [-12.109, -14.604, -23.822], [-16.191, -14.212, -22.973], [-16.003, -15.894, -23.470], [-6.220, -12.786, -7.646], [-5.428, -12.745, -8.967], [-6.042, -13.757, -9.914], [-6.647, -15.178, -8.773], [-5.721, -16.350, -8.809], [-8.108, -15.468, -8.867], [-6.308, -14.256, -7.225], [-7.252, -12.456, -7.533], [-5.668, -12.187, -6.922], [-4.350, -12.813, -8.822], [-5.569, -11.737, -9.357], [-5.330, -14.057, -10.683], [-6.963, -13.410, -10.383], [-5.287, -14.525, -6.957], [-7.036, -14.491, -6.448], [-9.413, -12.144, -18.054], [-10.665, -12.653, -17.343], [-10.068, -13.263, -16.019], [-8.718, -12.103, -15.433], [-7.491, -12.813, -15.167], [-9.294, -11.198, -14.420], [-8.714, -11.265, -17.052], [-9.707, -11.616, -18.961], [-8.885, -13.055, -18.334], [-11.191, -13.414, -17.920], [-11.295, -11.802, -17.087], [-9.588, -14.206, -16.280], [-10.704, -13.376, -15.141], [-7.676, -11.048, -17.304], [-9.187, -10.300, -16.872], [-8.080, -7.465, -26.275], [-6.954, -8.155, -25.572], [-7.214, -8.012, -24.081], [-8.877, -8.616, -23.920], [-9.622, -7.798, -22.934], [-8.834, -10.045, -23.890], [-9.384, -8.003, -25.601], [-8.106, -7.520, -27.363], [-7.968, -6.397, -26.086], [-5.942, -7.847, -25.838], [-6.950, -9.218, -25.815], [-7.168, -6.939, -23.893], [-6.465, -8.407, -23.395], [-10.173, -7.267, -25.449], [-9.778, -8.919, -26.041], [-4.665, -18.009, -15.607], [-5.316, -18.635, -14.370], [-4.412, -19.735, -13.749], [-3.349, -20.372, -15.177], [-4.116, -21.317, -16.005], [-1.998, -20.665, -14.740], [-3.370, -18.754, -16.087], [-4.444, -16.976, -15.337], [-5.429, -18.027, -16.384], [-6.268, -19.079, -14.660], [-5.481, -17.870, -13.611], [-4.894, -20.514, -13.158], [-3.760, -19.200, -13.059], [-3.231, -18.960, -17.148], [-2.504, -18.193, -15.738], [-8.450, -7.705, -10.703], [-7.697, -6.546, -10.680], [-7.211, -6.236, -9.380], [-7.790, -7.174, -8.556], [-8.505, -8.044, -9.368], [-8.831, -8.151, -11.526], [-7.507, -6.046, -11.619], [-6.559, -5.453, -9.022], [-7.740, -7.082, -7.481], [-9.175, -8.852, -9.112], [-5.754, -6.035, -17.531], [-6.990, -6.023, -18.109], [-7.805, -5.179, -17.366], [-7.069, -4.706, -16.259], [-5.783, -5.228, -16.398], [-4.893, -6.387, -17.925], [-7.145, -6.679, -18.952], [-8.859, -5.007, -17.528], [-7.408, -4.065, -15.458], [-4.850, -5.088, -15.871]],
  "atomic_forces_ev_per_a": [[-0.709, -0.548, -0.733], [0.383, -1.033, 0.458], [0.111, 0.360, -0.903], [0.259, 0.406, 0.179], [-0.092, -0.293, 0.022], [-0.115, 0.639, 0.557], [-0.288, 0.052, 0.195], [0.192, 0.241, -0.489], [-0.108, -0.422, 0.569], [0.120, 1.012, 0.133], [0.367, -0.463, 0.131], [-0.104, 0.041, -0.109], [-0.407, 0.900, -0.130], [0.034, -0.217, -0.847], [0.038, -0.281, -0.223], [0.683, 0.051, -3.304], [-0.247, -0.578, 3.840], [0.239, 0.180, 0.059], [-0.124, -0.124, 0.408], [-0.141, 0.044, 0.051], [0.013, 0.061, -0.016], [-0.084, 0.053, -0.001], [0.076, -0.065, 0.182], [-0.083, -0.015, -0.024], [-0.383, 0.428, 0.660], [1.599, -0.762, 0.598], [0.140, -0.333, -0.537], [0.094, 0.198, -1.596], [0.060, -0.030, 0.210], [0.272, -0.383, -0.495], [-0.066, 0.318, 0.331], [-0.364, 0.123, -0.611], [-0.460, 0.057, 0.047], [-0.044, 0.273, 0.427], [-0.871, 0.158, 0.836], [0.032, -0.051, 0.125], [-0.756, -1.154, 0.232], [0.738, 1.213, 0.041], [-0.497, -1.059, 0.583], [1.260, -0.444, -1.174], [0.119, -0.208, 0.782], [-1.300, 2.964, -0.258], [0.449, -0.584, -0.536], [-0.107, -0.183, -0.137], [-0.015, 0.071, 0.124], [-0.344, -0.092, 0.814], [0.442, -0.634, -0.093], [-0.231, -0.032, -0.039], [-0.127, 0.014, -0.239], [0.377, 0.116, 0.147], [0.031, 0.017, -0.221], [0.118, -0.635, 1.190], [-1.564, 1.179, 0.026], [-0.312, -0.789, 0.438], [-0.005, -2.079, 0.407], [-1.536, 2.279, -0.305], [2.695, 1.074, -0.264], [1.002, 0.305, -0.575], [0.010, 0.732, -1.260], [0.019, -0.220, 0.264], [-0.127, -0.608, 0.212], [0.013, 0.028, -0.364], [-0.267, -0.615, 0.172], [0.056, 0.125, 0.076], [-0.190, -0.653, 0.206], [0.074, -0.101, -0.263], [-1.076, -0.410, -0.121], [0.682, -0.034, 1.716], [0.310, 0.379, -0.016], [-2.360, 0.294, -0.352], [-0.105, 0.174, -0.068], [0.938, -1.108, -1.240], [1.499, 0.622, 0.316], [0.309, 0.139, -0.001], [0.658, 0.320, -0.072], [-0.124, 0.157, 0.142], [-0.338, -0.170, -0.124], [0.083, -0.036, 0.266], [-0.242, -0.064, -0.306], [0.073, -0.099, 0.018], [-0.315, -0.128, -0.142], [-1.063, 0.580, 0.235], [1.202, -1.536, -0.057], [0.836, 0.996, -0.131], [-0.948, 3.344, 0.624], [1.046, -1.758, -1.133], [-0.296, -0.593, 0.148], [0.549, -0.433, 0.476], [0.064, -0.538, 0.068], [-0.300, 0.161, 0.211], [-0.140, 0.486, -0.026], [-0.132, -0.233, -0.091], [-0.620, 0.144, 0.301], [-0.357, -0.709, -0.161], [0.133, -0.118, -0.034], [0.008, 0.191, -0.410], [0.316, -0.224, -0.712], [0.017, -1.451, 0.429], [0.599, 0.787, -0.690], [-1.039, 0.631, -0.474], [0.900, 0.979, 1.307], [-0.839, -0.129, -0.167], [-0.362, -0.005, 1.431], [0.205, -0.008, -0.502], [0.264, 0.265, -0.167], [-0.047, 0.105, 0.174], [-0.206, -0.141, -0.052], [-0.085, -0.163, -0.560], [0.568, -0.357, -0.149], [-0.427, -0.042, 0.113], [0.118, -0.233, 0.029], [1.536, 2.255, 2.399], [1.429, 0.898, -0.466], [-0.848, 0.031, -2.810], [-0.946, -1.186, -0.072], [-1.250, -1.533, 0.649], [-0.001, 0.031, 0.472], [0.169, 0.044, 0.072], [-0.140, 0.176, -0.559], [-0.157, -0.690, -0.026], [0.217, -0.071, 0.311], [-0.136, 0.976, 1.187], [-0.036, 0.195, 0.018], [-0.253, -0.949, -0.350], [1.591, -0.430, -0.210], [-0.266, -0.097, -0.569], [-0.409, -0.103, 0.052], [-0.366, 0.342, -0.068], [0.098, -0.036, -0.143], [0.034, -0.032, -0.145], [-0.273, 0.120, 0.232]],
  "mulliken_charge": [-1.08, -0.47, -0.40, 0.21, -0.43, 0.34, 0.32, 0.31, 0.30, 0.36, 0.28, 0.26, -1.18, -0.33, -0.34, 0.19, -0.45, 0.34, 0.32, 0.35, 0.26, 0.29, 0.29, 0.27, -1.17, -0.45, -0.43, 0.29, -0.40, 0.33, 0.36, 0.32, 0.31, 0.32, 0.23, 0.30, -0.60, -0.62, -0.65, 1.06, -0.63, -0.62, -0.67, 0.29, 0.36, 0.29, 0.34, 0.38, 0.35, 0.35, 0.37, -0.61, -0.62, -0.61, 1.03, -0.65, -0.64, -0.69, 0.30, 0.33, 0.32, 0.33, 0.37, 0.37, 0.33, 0.43, -0.63, -0.61, -0.76, 1.06, -0.62, -0.62, -0.65, 0.34, 0.30, 0.33, 0.31, 0.36, 0.42, 0.39, 0.38, -0.60, -0.67, -0.64, 1.08, -0.66, -0.64, -0.61, 0.33, 0.30, 0.36, 0.30, 0.32, 0.43, 0.36, 0.34, -0.46, -0.56, -0.71, 1.00, -0.62, -0.62, -0.66, 0.33, 0.18, 0.29, 0.31, 0.44, 0.34, 0.43, 0.31, 0.05, -0.62, -0.30, -0.25, -0.67, 0.19, 0.43, 0.37, 0.38, 0.41, -0.01, -0.53, -0.45, -0.43, -0.44, 0.22, 0.47, 0.39, 0.40, 0.38]
}